(1)
DFT (the ωB97M-V functional and the def2-TZVPD basis) results for a molecular structure, C28H35CeN4O5S at a distorted geometry.

* LUMO (spin up / spin down): -4.7 / -4.7 eV
* calculated total energy: -69563.6884 eV
* orbital gap (spin up / spin down): 6.163 / 6.160 eV
* net charge: +1
* energy relative to the best compared isomer or geometry (same formula, charge and spin): 31.6 kcal/mol
* strongest force on any atom: 5.36 eV Å⁻¹
* 2S+1: 1

Structure (XYZ):
```
74
Properties=species:S:1:pos:R:3:forces:R:3
Ce 0.595564 0.098451 1.136228 0.39 -4.69 1.45
S 1.106764 2.718251 0.174028 1.63 4.70 -1.99
O 2.486864 -0.729949 0.334928 -1.80 -0.01 2.23
O 1.176164 4.126451 0.462528 -0.18 -1.14 -0.04
O -0.142336 2.075951 0.639528 -1.11 0.26 -0.05
O 2.221464 1.937551 0.720828 -0.29 -0.85 0.22
O 0.512564 -2.073549 1.707128 0.60 2.15 -0.96
N -0.802436 -0.336349 3.422728 -0.02 -0.32 -0.38
N 2.179664 0.498051 3.149328 0.22 0.17 -0.52
N -2.604436 0.777951 0.634428 0.14 -0.21 0.02
N -0.071936 -1.045449 -1.018372 0.79 0.39 -0.37
C 1.097264 2.524851 -1.603972 -0.37 -0.19 0.58
C -3.067836 2.049751 0.091128 -0.01 0.19 -0.06
C 0.969864 2.248951 -5.874072 0.00 0.00 0.09
C -0.038836 -4.359549 1.842528 0.39 0.93 -0.21
C 4.714964 0.416751 -2.237772 -0.06 -0.07 -0.43
C -1.413336 0.841251 4.008728 -0.37 0.44 0.25
C -3.049636 0.702651 2.031528 -0.21 0.07 0.29
C 0.999864 2.371451 -4.380072 -0.02 -0.01 0.01
C -3.156736 -0.325649 -0.154172 -0.09 -0.29 0.06
C 2.092664 2.947851 -3.737572 -0.14 0.04 0.25
C 2.892264 -0.406549 -0.825972 1.44 0.56 -3.28
C 4.220964 0.086351 -1.010472 -0.75 -0.18 0.72
C 2.102064 -0.579249 -2.023272 0.88 0.29 0.90
C -2.208636 1.617651 2.942428 0.05 -0.26 0.06
C 2.685264 -0.304049 -3.273572 -0.02 0.00 0.03
C 0.004564 1.950751 -2.223872 -0.29 0.01 0.13
C -2.303036 -1.596949 -0.065272 0.04 0.25 -0.27
C 3.949564 0.208251 -3.392572 0.05 -0.02 0.03
C -0.038636 1.867651 -3.605272 0.00 0.07 0.08
C 2.143764 3.022351 -2.355472 0.31 0.13 -0.02
C 0.759464 -1.067149 -2.009372 -0.60 -0.24 0.15
C -1.321936 -1.767449 -1.230172 -0.47 -0.48 0.23
C -1.441936 -5.137749 3.634428 0.03 -0.18 -0.08
C -1.209936 -1.458549 3.917828 -0.01 0.57 0.13
C -0.109236 -3.014949 2.307028 -1.42 -1.87 1.42
C -0.939036 -2.773549 3.452728 0.65 -0.56 -0.90
C -0.680236 -5.380949 2.484328 -0.27 -0.05 0.32
C -1.573636 -3.854649 4.092528 0.01 0.11 -0.02
H -3.200836 -0.004049 -1.198472 -0.07 0.00 0.06
H -1.713936 -1.571249 0.861828 -0.34 -0.27 0.01
H -1.500936 2.163951 2.317128 -0.25 0.15 0.17
H 5.711664 0.825751 -2.326072 0.07 -0.01 0.03
H -2.195236 -3.657749 4.956228 -0.01 0.06 0.08
H 2.831964 -0.250249 2.899728 -0.01 0.21 0.25
H 1.440764 1.309951 -6.167772 0.03 -0.05 -0.11
H -2.753936 2.168551 -0.942672 0.00 -0.04 -0.09
H -0.051336 2.244951 -6.251272 0.01 0.02 -0.04
H -0.614636 -6.389349 2.100528 0.08 -0.03 -0.04
H 2.107464 0.549751 4.163128 -0.14 -0.09 -0.27
H -2.949336 -2.477249 -0.041072 0.10 0.05 0.14
H -0.801936 1.574251 -1.610472 -0.12 -0.02 -0.15
H -4.191736 -0.541249 0.161828 0.12 0.09 -0.09
H 0.551564 -4.535149 0.956128 0.11 -0.07 -0.09
H -1.089736 -2.838049 -1.321672 0.02 0.22 0.00
H -2.962736 -0.336249 2.360128 -0.11 0.10 -0.06
H -1.897136 -1.428349 4.779528 0.19 0.10 -0.17
H -1.797936 -1.454949 -2.173072 0.15 -0.04 0.16
H -2.639236 2.872351 0.655228 -0.03 0.11 0.06
H -0.636836 1.497151 4.426428 -0.15 -0.10 -0.03
H -2.098636 0.556351 4.829028 0.33 0.09 -0.19
H -2.846436 2.339451 3.456928 0.15 0.06 -0.09
H -1.925336 -5.958649 4.139928 -0.08 -0.02 0.06
H 2.577064 1.370751 2.789228 0.16 -0.26 0.38
H -4.167936 2.124951 0.137128 0.18 -0.02 -0.02
H 2.902564 3.346351 -4.330872 0.11 0.03 0.01
H -0.897436 1.423951 -4.089472 -0.09 -0.04 -0.03
H -4.119536 0.982351 2.093628 0.24 -0.15 -0.04
H 2.984764 3.459451 -1.843672 0.22 0.16 -0.05
H 2.091964 -0.473349 -4.162372 -0.06 -0.04 -0.06
H 4.350264 0.452551 -4.363772 0.05 -0.02 -0.09
H 4.815164 0.217351 -0.116672 0.04 0.00 0.04
H 1.522964 3.059451 -6.343072 -0.01 0.02 -0.07
H 0.426864 -1.500649 -2.966872 -0.03 0.07 0.27
```
Forces are in eV/Å.


(2)
DFT (the ωB97M-V functional and the def2-TZVPD basis) results for 11 unconnected molecules or ions with the total composition C35H82O31S10 at a distorted geometry.

* LUMO: -0.4 eV
* calculated total energy: -209439.0023 eV
* orbital gap: 8.227 eV
* structure (SMILES): CCOS(C)(=O)=O.CCOS(C)(=O)=O.CCOS(C)(=O)=O.CCOS(C)(=O)=O.CCOS(C)(=O)=O.CCOS(C)(=O)=O.CCOS(C)(=O)=O.CCOS(C)(=O)=O.CCOS(C)(=O)=O.O=S1(=O)OCCO1.c1ccccc1
* energy relative to the best compared isomer or geometry (same formula, charge and spin): 7.0 kcal/mol
* strongest force on any atom: 4.01 eV Å⁻¹
* 2S+1: 1

Structure (XYZ):
```
158
Properties=species:S:1:pos:R:3:forces:R:3
S -7.097186 -3.269768 1.313952 0.95 2.15 -0.11
S 3.889814 -0.039138 0.304732 1.21 0.43 0.14
S -0.872836 2.910302 -4.828298 1.00 2.68 -0.11
S -2.260976 -3.059668 -5.003398 0.04 1.72 -0.36
S -3.056256 -3.182448 4.110482 0.30 0.95 -1.35
S -0.732096 -0.189408 -0.201168 0.63 -0.09 -1.77
S -0.545776 3.125242 3.573722 1.38 0.59 3.04
S 2.224274 -4.147168 3.964382 -0.63 0.70 1.14
S 2.412294 -2.215138 -4.556928 -0.96 -1.02 0.37
S -1.197936 8.129042 -1.772488 1.06 -1.13 0.10
O -5.849186 -2.634998 0.353962 -2.17 -1.25 0.93
O 2.213134 -2.820838 -3.234608 1.09 1.06 -1.71
O -1.149306 3.612292 2.370052 0.00 -0.55 0.08
O 0.445104 7.891332 -1.792728 -2.62 2.23 0.04
O 3.682334 0.171132 -1.126528 -0.33 -0.30 1.72
O 3.556774 -4.657558 3.588942 -2.38 0.98 0.39
O -1.739276 7.480112 -0.578888 0.64 0.77 -2.10
O -1.302286 3.013102 4.846502 1.98 0.04 -3.24
O 1.443454 -1.233268 -4.992918 1.51 -0.28 0.43
O 0.666154 3.472412 -4.521248 -0.77 -1.95 0.63
O 2.326754 -3.451088 5.488482 -0.12 -2.08 -2.33
O 3.209774 0.784572 1.319622 0.68 -2.26 -1.84
O -3.624396 -3.536478 -4.877408 1.42 -0.10 -0.15
O 0.713164 4.226142 3.931012 -2.26 -2.82 1.74
O -1.444996 -3.277048 -6.178008 -0.72 -0.80 0.30
O -4.413446 -2.653758 4.295112 2.19 -0.97 -0.26
O -0.564846 3.020652 -6.524318 -1.80 -1.38 2.28
O -1.007396 1.573322 -4.227068 0.19 3.27 -2.07
O -1.366026 9.542662 -1.962428 -0.01 -1.07 -0.24
O -0.420906 -1.033648 0.951792 -0.93 1.27 -1.14
O -1.775506 4.052762 -4.499608 1.79 -3.51 -0.77
O -2.649846 -4.434208 4.697442 -0.47 0.89 -0.14
O 0.101734 1.188632 0.063672 -0.65 -1.19 0.38
O 3.761184 -1.642508 0.639842 -0.87 2.05 0.12
O -1.363326 -3.543608 -3.733178 -0.79 1.45 -0.72
O 3.968684 -1.605668 -4.747988 -2.47 -0.60 -0.05
O -2.127606 0.087132 -0.653868 3.45 -0.65 1.18
O -1.979476 -1.987068 4.578802 -1.90 -1.26 -2.17
O 1.044924 -5.018318 4.068422 2.47 1.66 -0.56
O -8.307946 -3.503528 0.551022 1.38 0.00 0.47
O -6.514506 -4.284548 2.147712 -0.45 -0.03 -0.63
C -5.475606 1.194442 4.246282 -1.45 1.24 -0.48
C 1.474224 4.715642 2.899872 0.35 2.12 -1.12
C 3.492134 -2.716888 5.795262 -0.87 2.42 1.29
C -2.597216 -3.136788 2.234612 -0.66 0.97 1.12
C 0.507244 1.602422 3.233462 -1.22 0.65 0.16
C 1.066694 4.398552 -5.509788 -0.69 1.18 0.04
C -5.317666 -3.487018 -0.665848 -0.26 -0.36 -0.02
C 5.145764 -3.517718 0.647872 0.44 -0.39 1.03
C -4.129486 -2.767698 -1.130588 1.36 0.04 -1.50
C 4.261354 -2.684568 -0.246658 0.75 -0.18 0.22
C -2.226336 -1.249128 -4.791098 -0.25 -1.81 1.00
C 1.432204 2.895972 -1.228788 -2.02 -0.62 -0.63
C -3.357936 0.704122 3.284712 -0.50 0.49 0.01
C 1.724964 -2.545398 3.002782 0.20 -2.34 -0.12
C -0.021406 2.320522 -0.819318 1.26 1.22 0.37
C 6.303744 -2.180958 -4.694078 0.34 0.84 -0.26
C -3.714406 1.317252 2.069342 0.42 -1.22 0.88
C -1.548626 7.093212 -3.329588 -0.15 1.86 1.11
C 2.835664 -1.309918 6.262452 2.35 -1.84 0.34
C 0.113854 -5.248058 -2.977788 -0.01 -0.35 0.38
C 0.860164 6.618822 -1.519778 0.82 -2.41 0.38
C -1.197836 -4.950368 -3.675128 0.40 -0.85 -0.22
C 2.764804 5.332712 3.442282 0.27 0.00 -0.33
C -7.241066 -1.725448 2.282372 0.52 -0.88 -0.58
C 4.964834 -2.333408 -4.037948 1.10 -0.19 0.79
C -4.242016 0.673082 4.393382 1.94 -0.98 -0.81
C 0.521324 3.884852 -6.811558 0.20 -0.99 -1.29
C 2.203804 6.765962 -0.955488 2.29 0.60 0.78
C 2.406144 -3.514698 -5.845378 0.67 1.39 0.03
C -2.049746 -1.489068 5.912092 0.46 0.18 -0.41
C -0.838716 -2.056828 6.511722 0.17 -0.99 1.40
C -5.845876 1.751482 3.029282 -0.12 0.27 -0.07
C 5.697864 0.128692 0.569642 -1.64 0.10 0.31
C -5.003366 1.771802 1.924552 -0.90 0.60 0.46
C 0.402914 -0.808898 -1.604438 -1.11 0.19 1.27
H -7.993836 -1.928278 3.044152 -0.05 0.30 -0.19
H 4.035954 -3.211858 6.599852 -0.28 0.03 0.27
H 0.949464 -4.966988 -3.618758 -0.10 0.15 0.11
H 5.865744 1.127122 0.973432 0.09 0.10 -0.56
H 2.209974 -0.918058 5.460552 0.14 0.13 0.30
H 1.636794 4.023492 2.073672 0.28 -0.41 0.16
H -4.502546 -1.948008 -1.744618 0.46 0.70 0.58
H 0.400994 -0.069468 -2.405268 -0.23 -0.21 -0.05
H 1.115824 1.292462 4.082962 -0.13 0.60 0.15
H -5.098286 -4.498488 -0.323948 -0.13 0.02 0.44
H 0.962644 6.046982 -2.442058 -0.37 -0.25 -0.27
H -1.175986 -1.007828 -4.954258 -0.33 0.47 0.01
H 1.275544 3.291112 -7.328008 0.17 -0.47 0.34
H 1.658764 -2.902138 1.974942 -0.01 0.03 -0.06
H 7.131174 -2.500878 -4.060738 -0.30 -0.90 0.06
H -1.546926 -3.163218 1.944282 0.14 -0.10 0.94
H 0.238194 -4.762138 -2.010048 -0.16 0.20 -0.07
H 4.614004 -3.794188 1.558302 -0.08 -0.20 -0.07
H -2.482246 7.542782 -3.667748 -0.61 -1.00 0.34
H 6.268854 -2.698038 -5.652988 0.55 0.30 -0.08
H -3.621136 -3.369328 -1.884068 0.16 -0.35 -0.02
H 3.670744 -0.682398 6.573852 -0.06 0.58 -0.53
H 3.324914 -4.097458 -5.779448 -0.29 -0.20 0.15
H 0.599764 5.322442 -5.168468 0.37 0.47 -0.52
H -0.928486 -3.142618 6.478712 0.22 -0.08 0.11
H 0.213614 -6.316858 -2.788528 -0.17 -0.11 -0.09
H 1.476634 -4.080778 -5.905928 0.09 0.11 0.54
H 2.450204 -1.731728 3.011402 -0.03 -0.24 0.55
H -6.265846 -1.536228 2.730962 -0.02 -0.33 0.17
H -2.959036 -1.777318 6.439552 -0.12 0.17 -0.20
H -1.073896 -5.348958 -4.682028 -0.30 0.02 -0.23
H 3.385724 -3.201228 -0.639618 0.21 0.06 -0.16
H 1.404214 -0.886668 -1.180818 -0.22 0.24 0.19
H -2.966966 -2.138788 1.999292 -0.05 0.00 -0.19
H -6.198806 1.302192 5.041122 0.14 -0.34 0.32
H 6.015274 -2.954738 0.987162 -0.09 0.48 -0.03
H 1.929314 2.213302 -1.917948 0.24 -0.22 0.42
H 3.481964 4.587232 3.785842 -0.06 -0.05 0.02
H -2.374236 0.260272 3.326412 0.08 -0.09 0.33
H 5.629254 -4.412668 0.256192 -0.62 -0.11 -0.59
H 2.147054 4.472712 -5.634008 -0.07 -0.06 0.77
H 4.774524 -3.406668 -4.039888 -0.54 0.05 0.47
H 3.232634 5.929942 2.659622 0.11 -0.29 -0.37
H 4.908284 -2.296788 -1.033558 -0.58 0.37 -0.20
H -0.878836 -1.747888 7.556252 0.89 0.05 0.18
H -2.121416 -5.359278 -3.265378 0.29 -0.29 0.37
H 2.464364 -2.880858 -6.730228 0.04 -0.20 -0.19
H 0.706934 -2.337168 3.331972 0.25 0.21 0.30
H 2.707564 5.866782 -0.600798 -0.28 -0.34 -0.36
H -3.383856 -2.528518 -0.372358 -0.34 0.42 -0.02
H 2.329514 -1.474658 7.213652 -0.58 -0.16 -0.41
H -2.990936 1.320082 1.267482 -0.13 0.11 -0.11
H -0.692846 2.069842 -1.640558 0.41 0.02 -0.33
H -3.112136 -3.862018 1.604532 -0.42 -0.22 0.78
H 1.259194 3.779852 -1.842738 -0.30 0.14 0.01
H -0.909236 7.342382 -4.176458 0.72 0.13 0.58
H -6.792756 2.270142 3.000862 -0.25 -0.16 -0.31
H 0.284764 6.040792 -0.796668 -0.76 0.32 -0.15
H 0.874664 5.523202 2.479772 0.13 0.25 -0.48
H 2.074874 3.238612 -0.417808 -0.24 -0.57 0.27
H 5.062704 -1.901058 -3.042168 -0.53 -0.37 0.16
H -5.411326 2.209582 1.025482 0.36 0.05 -0.26
H -7.418006 -0.892498 1.601942 -0.53 -0.24 0.08
H -1.889656 -0.411948 5.864432 -0.74 0.17 -0.16
H 2.219084 7.427632 -0.089438 -0.31 0.14 0.02
H 0.223814 4.548392 -7.623538 -0.34 0.76 0.72
H 0.098784 -1.813908 -1.896938 -0.31 0.26 -0.22
H -5.943826 -3.554808 -1.555468 -0.71 -0.16 0.36
H 2.643304 6.081962 4.224562 -0.58 -0.35 0.26
H -3.972946 0.193802 5.323052 0.20 0.05 -0.05
H 4.252704 -2.612758 5.021452 -0.54 0.04 -0.59
H -0.212916 0.805882 3.046392 -0.02 0.06 -0.24
H 2.839324 7.245582 -1.699918 0.25 -0.04 0.02
H 6.582334 -1.128708 -4.750968 -0.39 0.21 -0.77
H -2.981746 -0.816698 -5.447198 0.43 -0.17 -0.31
H 0.046744 -1.778738 5.940112 0.01 0.19 0.44
H 6.058014 -0.067738 -0.440208 0.65 0.05 0.46
H -1.449826 6.052332 -3.021538 -0.68 0.18 -0.24
H -0.534396 3.072562 -0.219838 -0.02 0.12 -0.06
H 1.109024 1.783652 2.342892 -0.16 0.05 0.12
H 5.956064 -0.562448 1.371992 0.20 -0.21 -0.45
H -2.585526 -1.109298 -3.771528 0.35 0.38 0.13
```
Forces are in eV/Å.


(3)
DFT (the ωB97M-V functional and the def2-TZVPD basis) results for a molecular structure, C8H9N5OSbSe4Ti.

* LUMO (spin up / spin down): 1.9 / 2.0 eV
* calculated total energy: -308979.5281 eV
* orbital gap (spin up / spin down): 5.822 / 5.375 eV
* net charge: -1
* energy relative to the best compared isomer or geometry (same formula, charge and spin): 3.2 kcal/mol
* strongest force on any atom: 0.52 eV Å⁻¹
* 2S+1: 1

Structure (XYZ):
```
29
Properties=species:S:1:pos:R:3:forces:R:3
Sb -2.349682 1.171017 -2.450624 -0.06 -0.07 -0.20
Se -0.193866 -0.139936 -2.639383 -0.12 0.08 -0.18
Se -4.350244 -0.161683 -2.878350 0.18 0.07 -0.01
Se -1.967943 2.382420 0.882075 -0.14 0.17 0.20
Se -2.093686 3.386666 -3.397463 -0.07 -0.34 0.17
Ti -0.799638 0.446166 -0.172364 0.07 0.39 0.34
O 0.576339 3.340568 -0.077514 -0.01 0.02 -0.05
N 3.563482 1.058217 -0.615275 -0.05 -0.29 -0.07
N 2.371371 -0.178452 0.773689 -0.24 -0.14 0.06
N 3.546869 0.227199 0.413919 0.17 0.19 0.01
N 4.685536 -0.175840 1.095443 -0.10 -0.01 0.10
N 1.539642 0.367558 -0.076433 0.00 0.04 -0.13
C -2.803437 -1.288300 0.195105 0.01 -0.05 -0.01
C -1.766587 -2.046963 -0.350619 -0.09 0.04 -0.04
C -1.390773 -0.744816 2.085843 0.03 -0.03 0.03
C 2.278962 1.125463 -0.916067 0.25 0.16 0.13
C -0.211100 2.459414 -0.024865 0.19 -0.26 -0.13
C -2.611671 -0.647110 1.420297 0.04 -0.08 -0.07
C -0.543140 -2.136587 0.306081 0.04 -0.01 -0.08
C -0.347959 -1.478342 1.523004 -0.07 0.05 0.03
H 0.271707 -2.676566 -0.155608 0.03 0.03 -0.01
H 0.617415 -1.513510 2.006245 -0.01 0.01 0.02
H 4.947783 -1.095569 0.758876 0.07 0.03 -0.09
H 5.406271 0.493455 0.856688 0.03 0.00 -0.01
H 1.883282 1.723721 -1.715649 -0.14 -0.04 0.03
H -3.725310 -1.168438 -0.360455 0.00 0.01 -0.03
H -1.236782 -0.195501 3.003739 0.02 -0.01 0.01
H -1.898027 -2.499620 -1.322624 -0.02 0.01 -0.02
H -3.398827 -0.034643 1.832276 0.00 0.02 0.00
```
Forces are in eV/Å.


> Which of these has the lowest calculated total energy?

C8H9N5OSbSe4Ti